26
Properties=species:S:1:pos:R:3:forces:R:3 method="wB97M-V/def2-TZVPD" lumo_energy_ev=0.4 total_charge=0 fmax_ev_per_a=0.559 smiles=FC(F)(F)C(F)(F)C(F)(F)C(F)(F)C(F)(F)C(F)(F)C(F)(F)C(F)(F)Br multiplicity=1 de_lowest_kj_mol=22.1 homo_lumo_gap_ha=0.4381 homo_energy_ev=-11.540
Br 4.95502 1.84686 1.33378 -0.0440 0.0135 -0.1117
F -4.49109 -2.40852 -0.95597 -0.1821 0.0448 -0.3299
F -0.39133 -0.01800 -2.27561 -0.2328 0.1160 -0.0512
F 0.81399 1.83031 -1.00622 0.1904 -0.0358 -0.0872
F 3.19844 0.87488 -0.43734 -0.0061 -0.1981 0.0170
F 0.13634 0.79789 2.14259 0.0242 0.3058 0.0931
F 3.23393 3.01774 -0.35230 0.0194 0.2645 -0.0654
F 1.40887 3.10643 1.27591 -0.1363 -0.0380 -0.0706
F -1.00383 1.41364 0.07686 -0.1605 -0.0690 -0.0741
F -0.40162 -2.65054 -0.57132 0.0223 -0.0794 -0.2405
F -2.79514 -0.16559 -1.21903 -0.1219 -0.0040 0.2704
F -3.71079 -1.58237 0.86407 0.0447 0.2261 0.1564
F -2.91311 -3.42772 0.08909 0.2257 -0.1754 -0.0247
F -2.25361 -1.96120 -2.30721 -0.0100 -0.2530 0.0657
F 1.24672 -0.95253 -1.25336 0.0524 0.0150 0.1273
F 1.64074 -0.40834 1.19027 0.1944 -0.0455 0.0187
F -1.05131 -1.21047 0.89521 -0.0372 0.2324 0.0666
F 2.45933 1.81396 2.64389 -0.0813 -0.2373 0.0202
C 1.01025 0.77602 1.12666 -0.0207 0.0784 0.1915
C 0.05155 -0.38081 -1.06156 0.0881 0.0515 0.0845
C 3.26476 1.92067 0.39528 0.5551 0.0442 -0.0477
C -0.92981 -1.42942 -0.42682 -0.0388 -0.1352 -0.2336
C -2.34532 -1.42234 -1.08266 0.0295 -0.1311 0.1107
C -3.38749 -2.23439 -0.24455 -0.0492 0.1204 -0.0539
C 2.04430 1.92737 1.37447 -0.2852 -0.0596 0.2122
C 0.21023 0.92649 -0.21413 -0.0399 -0.0510 -0.0438